1.
A 16-piece molecular cluster, C38H90B8F32N9O7 overall. Source: the OMol25 dataset; level of theory: the ωB97M-V functional and the def2-TZVPD basis.

Summary:
Largest force on an atom (eV Å⁻¹): 5.431
HOMO (eV): -7.16
DFT total energy (hartree): -5916.34690
Molar mass (u): 1479.6

Structure (ORCA input):
```
! RIJCOSX wB97M-V def2-TZVPD def2/J DEFGRID3
* xyz 1 1
C -4.25 -12.96 7.33
C -2.80 -13.26 7.79
O -2.60 -14.27 8.46
N -1.85 -12.05 7.74
H -2.10 -11.54 6.91
H -2.13 -11.51 8.54
C -0.43 -12.49 7.78
H -4.77 -12.33 8.05
H -4.74 -13.93 7.40
H -4.35 -12.67 6.28
H -0.13 -12.86 6.80
H -0.27 -13.13 8.66
H 0.08 -11.54 7.90
C -1.26 5.81 -12.10
C 0.26 5.59 -12.13
O 0.77 4.85 -11.28
N 1.19 6.35 -13.16
H 0.73 6.65 -14.00
H 1.68 7.17 -12.83
C 2.35 5.39 -13.54
H -1.78 5.24 -11.34
H -1.83 5.54 -12.99
H -1.37 6.83 -11.74
H 1.99 4.55 -14.14
H 3.01 5.08 -12.74
H 2.91 6.09 -14.16
C -1.42 3.37 -2.74
N -0.88 2.23 -1.92
C 0.17 1.52 -2.36
C 0.53 0.44 -1.56
C -0.12 0.12 -0.41
C -1.08 0.99 0.04
C -1.51 2.02 -0.78
C 0.26 -1.05 0.33
C 0.18 -2.35 -0.17
C 0.43 -3.45 0.61
N 0.92 -3.26 1.85
C 1.09 -2.06 2.41
C 0.84 -0.95 1.62
C 1.09 -4.41 2.69
H -0.99 4.24 -2.23
H -2.50 3.37 -2.64
H -1.17 3.35 -3.80
H 0.52 1.81 -3.35
H 1.22 -0.32 -1.91
H -1.53 0.74 0.99
H -2.36 2.66 -0.56
H -0.11 -2.43 -1.21
H 0.30 -4.44 0.21
H 1.46 -2.22 3.41
H 1.00 0.00 2.09
H 0.57 -5.28 2.31
H 0.69 -4.06 3.64
H 2.17 -4.51 2.79
C 0.07 13.37 -5.59
C 1.34 13.47 -4.77
C 1.81 12.18 -4.02
O 2.90 12.47 -3.17
C 3.04 11.60 -2.08
N 2.46 14.14 -5.57
H 3.28 13.97 -5.01
H 2.51 13.70 -6.48
H 2.50 15.15 -5.68
H -0.35 14.25 -6.07
H -0.79 13.00 -5.03
H 0.22 12.44 -6.14
H 1.08 14.14 -3.95
H 2.12 11.51 -4.81
H 0.94 11.67 -3.60
H 3.23 10.58 -2.44
H 2.10 11.61 -1.53
H 3.93 11.78 -1.48
C -12.66 4.53 -1.38
C -11.87 5.83 -1.25
C -12.44 6.75 -0.17
O -11.69 7.86 -0.02
C -12.07 8.51 1.24
N -10.43 5.41 -0.78
H -9.88 4.93 -1.48
H -9.74 6.09 -0.50
H -10.50 5.01 0.14
H -13.51 4.69 -2.05
H -13.24 4.23 -0.51
H -12.16 3.60 -1.61
H -11.77 6.27 -2.25
H -12.50 6.16 0.74
H -13.49 6.97 -0.39
H -11.47 9.38 1.49
H -12.20 7.89 2.13
H -13.11 8.84 1.15
C 8.19 5.92 -5.91
C 7.96 6.08 -4.39
C 7.25 4.89 -3.73
O 6.59 5.35 -2.56
C 6.68 4.44 -1.53
N 9.23 6.54 -3.63
H 9.92 5.82 -3.77
H 9.54 7.42 -4.01
H 8.96 6.45 -2.65
H 8.24 6.87 -6.44
H 7.40 5.58 -6.57
H 9.18 5.48 -6.05
H 7.40 7.01 -4.29
H 8.09 4.20 -3.57
H 6.56 4.30 -4.33
H 7.66 4.43 -1.07
H 6.39 3.41 -1.76
H 6.07 4.93 -0.76
C -7.05 -3.78 8.29
C -5.53 -3.52 8.56
C -4.95 -2.23 7.91
O -3.63 -2.03 8.23
C -3.15 -0.72 7.88
N -5.34 -3.35 10.12
H -5.79 -4.05 10.68
H -4.35 -3.41 10.34
H -5.68 -2.43 10.37
H -7.42 -4.59 8.92
H -7.04 -4.06 7.24
H -7.81 -3.00 8.40
H -4.92 -4.40 8.36
H -5.53 -1.40 8.31
H -5.22 -2.22 6.86
H -2.12 -0.63 8.25
H -3.68 -0.09 8.60
H -3.11 -0.45 6.83
C 11.01 -11.68 3.96
C 9.56 -11.09 3.85
C 9.62 -9.81 3.01
O 8.36 -9.31 2.47
C 8.20 -7.91 2.16
N 8.58 -11.98 3.15
H 8.89 -12.23 2.22
H 8.31 -12.80 3.67
H 7.77 -11.38 3.08
H 11.00 -12.66 4.44
H 11.65 -11.16 4.67
H 11.46 -11.88 2.99
H 9.10 -10.99 4.84
H 10.26 -9.82 2.12
H 10.18 -9.15 3.66
H 8.62 -7.67 1.18
H 8.71 -7.24 2.84
H 7.14 -7.68 2.21
B 6.07 -5.89 8.76
F 7.32 -6.09 9.35
F 6.18 -4.95 7.80
F 5.44 -7.08 8.39
F 5.28 -5.32 9.71
B -6.97 1.86 -6.52
F -5.97 1.29 -5.71
F -8.20 1.83 -5.89
F -6.64 3.05 -7.12
F -7.09 1.01 -7.56
B 5.12 -3.10 -5.25
F 6.02 -2.67 -4.32
F 4.06 -3.72 -4.73
F 4.68 -1.94 -5.84
F 5.87 -3.91 -6.04
B -4.10 9.69 -0.10
F -5.15 8.80 -0.23
F -2.90 8.99 0.31
F -3.91 10.34 -1.32
F -4.41 10.71 0.80
B -2.07 -8.30 -5.08
F -1.78 -8.57 -6.34
F -2.86 -7.21 -4.96
F -2.63 -9.38 -4.41
F -0.95 -8.00 -4.40
B 1.85 5.65 6.31
F 3.17 5.42 6.30
F 1.47 5.57 7.65
F 1.65 6.93 5.91
F 1.22 4.69 5.59
B -4.10 -8.47 2.53
F -3.56 -9.39 1.68
F -5.32 -8.75 3.05
F -3.27 -8.30 3.63
F -4.07 -7.28 1.88
B 1.48 -12.91 0.53
F 2.06 -13.89 -0.31
F 0.29 -13.34 1.11
F 2.39 -12.46 1.52
F 1.09 -11.91 -0.27
*
```

2.
A 6-piece molecular cluster, C38H91N5O3 overall. Source: the OMol25 dataset; level of theory: the ωB97M-V functional and the def2-TZVPD basis.

Summary:
Largest force on an atom (eV Å⁻¹): 2.832
HOMO (alpha / beta) (eV): -21.25 / -21.25
DFT total energy (hartree): -1999.89735
<S²>: 0.754
Molar mass (u): 666.2

Structure (ORCA input):
```
! RIJCOSX wB97M-V def2-TZVPD def2/J DEFGRID3
* xyz 5 2
C 17.98 -17.73 4.80
O 17.15 -17.60 5.94
H 19.04 -17.72 5.05
H 17.73 -18.50 4.08
H 17.90 -16.85 4.17
C 19.86 -19.69 1.95
C 21.36 -19.48 2.12
C 21.82 -18.75 3.48
N 23.31 -18.81 3.86
C 24.02 -17.80 2.95
C 25.42 -17.59 3.37
C 25.48 -17.04 4.81
C 24.79 -17.97 5.84
C 23.39 -18.35 5.38
C 23.93 -20.21 3.66
H 19.28 -18.78 1.79
H 19.52 -20.06 2.91
H 19.47 -20.51 1.36
H 21.70 -18.91 1.26
H 21.89 -20.43 1.98
H 21.30 -19.14 4.36
H 21.59 -17.69 3.45
H 23.48 -16.86 3.00
H 23.96 -18.08 1.90
H 25.98 -16.83 2.82
H 25.98 -18.53 3.34
H 25.11 -16.02 4.90
H 26.55 -16.97 5.00
H 24.84 -17.34 6.72
H 25.41 -18.84 6.07
H 22.76 -17.47 5.52
H 22.97 -19.11 6.04
H 23.35 -20.93 4.23
H 24.90 -20.27 4.17
H 24.04 -20.48 2.61
C 12.35 -11.60 4.37
C 13.59 -12.29 4.84
C 14.68 -12.55 3.75
N 16.04 -12.97 4.29
C 17.04 -13.27 3.09
C 18.53 -13.30 3.45
C 18.99 -12.07 4.16
C 18.15 -11.98 5.48
C 16.66 -11.81 5.15
C 15.81 -14.27 5.06
H 12.57 -10.86 3.61
H 11.89 -11.17 5.26
H 11.61 -12.36 4.12
H 13.25 -13.13 5.44
H 14.03 -11.64 5.60
H 14.83 -11.73 3.04
H 14.41 -13.35 3.06
H 16.99 -12.43 2.41
H 16.57 -14.18 2.72
H 19.16 -13.31 2.56
H 18.75 -14.22 3.99
H 18.94 -11.22 3.48
H 20.03 -12.22 4.43
H 18.52 -11.18 6.13
H 18.38 -12.88 6.05
H 16.52 -10.86 4.63
H 16.15 -11.84 6.11
H 15.33 -14.96 4.37
H 15.18 -14.03 5.91
H 16.81 -14.59 5.37
C 17.26 -21.87 3.35
C 17.56 -22.69 4.59
C 17.22 -21.80 5.82
N 17.19 -22.46 7.24
C 16.71 -21.43 8.30
C 17.86 -20.36 8.59
C 19.16 -20.94 8.97
C 19.64 -21.94 7.96
C 18.56 -23.04 7.59
C 16.24 -23.65 7.26
H 17.95 -22.23 2.58
H 17.45 -20.80 3.42
H 16.23 -22.07 3.05
H 18.61 -22.87 4.38
H 17.01 -23.62 4.45
H 16.19 -21.51 5.65
H 17.79 -20.87 5.90
H 15.74 -21.04 8.00
H 16.54 -22.12 9.13
H 17.86 -19.66 7.76
H 17.66 -19.72 9.45
H 19.89 -20.17 9.22
H 19.01 -21.56 9.85
H 20.03 -21.48 7.05
H 20.47 -22.49 8.41
H 18.95 -23.72 6.83
H 18.34 -23.58 8.51
H 16.18 -23.91 8.31
H 16.66 -24.55 6.81
H 15.20 -23.39 7.06
C 19.02 -13.17 8.96
N 19.10 -14.70 9.21
C 20.51 -15.17 9.75
C 17.99 -15.13 10.22
C 18.98 -15.40 7.79
C 20.21 -15.32 6.82
O 20.65 -13.99 6.58
H 18.85 -12.68 9.92
H 18.14 -13.03 8.32
H 19.92 -12.82 8.46
H 21.33 -14.96 9.06
H 20.42 -16.24 9.92
H 20.68 -14.67 10.71
H 18.02 -14.64 11.19
H 18.19 -16.20 10.30
H 16.95 -14.98 9.92
H 18.09 -14.90 7.39
H 18.67 -16.42 8.03
H 19.82 -15.76 5.90
H 21.01 -16.04 7.03
H 21.27 -13.96 5.84
C 13.81 -18.45 4.57
N 12.91 -17.62 5.48
C 12.23 -16.52 4.59
C 11.84 -18.59 6.03
C 13.66 -16.96 6.65
C 14.34 -17.86 7.68
O 15.40 -17.02 8.14
H 14.32 -19.28 5.06
H 14.55 -17.76 4.16
H 13.12 -18.79 3.80
H 11.48 -16.15 5.29
H 11.76 -17.04 3.75
H 12.91 -15.73 4.28
H 12.20 -19.35 6.73
H 11.32 -19.17 5.26
H 11.07 -18.02 6.54
H 12.87 -16.30 7.01
H 14.33 -16.29 6.11
H 14.88 -18.76 7.38
H 13.65 -17.90 8.52
H 16.13 -17.05 7.51
*
```

> Look up the largest force on an atom of the second one.

2.832 eV Å⁻¹